ORCA calculation (ωB97M-V with the def2-TZVPD basis set) on a single C21H16N4O7S3 molecule at a distorted geometry.

Structure (XYZ):
```
51
Properties=species:S:1:pos:R:3:forces:R:3
C -4.9105 -0.3972 1.3435 0.35 0.27 -0.69
S -4.4374 -0.0316 -0.3637 -0.08 0.11 0.23
O -5.5828 0.4780 -1.0640 -0.15 0.24 0.17
O -3.7720 -1.1864 -0.9205 0.12 0.01 0.14
C -3.1994 1.2573 -0.2227 -0.35 -0.58 0.00
C -3.5378 2.5298 0.2193 -0.09 0.15 0.04
C -2.5682 3.5050 0.3457 0.05 -0.06 0.00
C -1.2481 3.1882 0.0309 -0.19 -1.01 -0.34
N -0.1726 4.0216 0.1226 0.43 0.95 0.25
C 0.9214 3.4419 -0.2116 -0.61 -1.20 -0.23
N 2.1179 4.0907 -0.2470 0.39 0.76 0.04
C 3.4014 3.5615 -0.3138 -0.21 0.03 0.00
O 4.3341 4.2706 -0.5908 0.19 -0.01 -0.07
C 3.4737 2.1179 0.0363 0.39 -0.25 0.12
C 3.1131 1.7203 1.3220 0.19 -0.06 -0.16
C 3.0874 0.3827 1.6527 0.04 -0.13 -0.01
C 3.4002 -0.5818 0.6944 -0.01 0.72 -0.50
N 3.3173 -1.9275 1.0223 -0.10 -1.02 -0.14
S 2.9735 -3.1962 -0.0042 -0.38 0.04 0.45
O 3.8120 -3.1493 -1.1580 -0.12 0.29 -0.07
O 2.9923 -4.3499 0.8388 -0.08 0.13 0.20
C 1.2647 -2.9566 -0.5252 0.53 -0.08 0.01
C 0.9308 -3.2750 -1.8292 0.10 0.02 -0.15
C -0.4004 -3.2880 -2.2212 0.06 0.00 0.17
C -1.3972 -3.0077 -1.3010 -0.13 0.08 0.20
C -1.0362 -2.6646 -0.0052 0.94 -0.27 -0.78
N -2.0664 -2.3549 0.9582 0.00 -0.03 0.42
O -1.8749 -1.3848 1.6663 0.12 0.30 0.27
O -3.0217 -3.0834 1.0207 -0.33 -0.29 -0.02
C 0.2931 -2.6268 0.3974 -0.39 0.10 0.21
C 3.8097 -0.1832 -0.5758 0.02 0.01 -0.01
C 3.8642 1.1599 -0.8937 -0.06 0.24 0.22
S 0.7648 1.7462 -0.7366 -0.39 0.43 0.12
C -0.9361 1.8870 -0.4283 -0.10 0.45 0.05
C -1.9085 0.9175 -0.5601 0.14 -0.10 -0.04
H -5.4387 -1.3430 1.3417 -0.07 -0.13 -0.13
H -5.5482 0.4022 1.6952 -0.12 0.18 0.03
H -4.0038 -0.4709 1.9311 0.10 -0.07 0.08
H -4.5703 2.7450 0.4433 -0.13 0.11 0.05
H -2.8069 4.5005 0.6825 -0.06 0.11 0.04
H 2.0570 5.1038 -0.2787 0.05 -0.15 0.00
H 2.8422 2.4622 2.0588 -0.08 0.06 0.07
H 2.8091 0.0771 2.6505 -0.07 -0.03 0.12
H 3.1186 -2.1462 1.9854 0.00 -0.18 0.07
H 1.7265 -3.5163 -2.5162 0.02 -0.04 -0.16
H -0.6624 -3.5339 -3.2380 -0.02 -0.01 -0.08
H -2.4440 -3.0047 -1.5662 -0.01 -0.05 -0.03
H 0.5465 -2.3739 1.4150 -0.04 0.06 0.12
H 4.0833 -0.9343 -1.2977 0.08 0.03 -0.10
H 4.1795 1.4717 -1.8771 0.03 0.02 -0.13
H -1.6901 -0.0706 -0.9284 0.06 -0.14 -0.01
```
Forces are in eV/Å.

Values from the calculation:
structure (SMILES): CS(=O)(=O)c1ccc2nc(NC(=O)c3ccc(NS(=O)(=O)c4cccc([N+](=O)[O-])c4)cc3)sc2c1
LUMO level: -0.69 eV
molecular weight: 532.581 g mol⁻¹
E_tot: -74832.8263 eV
HOMO-LUMO gap: 8.4 eV